C2H8N4OS | ωB97M-V with the def2-TZVPD basis set

## Properties
2S+1: 1
LUMO energy: 0.8 eV
E_HOMO: -8.5 eV
total charge: 0
energy relative to the best compared isomer or geometry (same formula, charge and spin): 4.5 kJ/mol

CARTESIAN COORDINATES (ANGSTROEM)
C 0.26 2.06 -1.18
N 0.84 1.28 -0.05
N -0.23 0.53 0.49
C -0.41 -0.86 0.38
N -0.25 -1.61 -0.61
O 0.28 -0.86 -1.71
N -1.14 -1.43 1.49
S -0.33 -1.32 3.01
H 1.08 2.61 -1.63
H -0.20 1.33 -1.86
H -0.48 2.79 -0.81
H 1.48 0.60 -0.48
H -0.59 0.96 1.34
H 0.42 -1.51 -2.40
H -1.35 -2.39 1.23
H 0.63 -2.18 2.78

---

BiH2O7P2S3Sb | ωB97M-V with the def2-TZVPD basis set

## Properties
2S+1: 2
LUMO energy (alpha / beta): 2.4 / 2.3 eV
⟨S²⟩: 0.76
E_HOMO (alpha / beta): -2.8 / -4.4 eV
total charge: -1
energy relative to the best compared isomer or geometry (same formula, charge and spin): 0.0 kJ/mol

CARTESIAN COORDINATES (ANGSTROEM)
Bi 0.37 -1.47 -1.41
S 4.39 -2.82 0.36
Sb 3.00 -1.06 1.23
S 3.99 -0.74 -0.90
S 0.81 -2.10 0.79
O -3.29 0.53 -0.63
P -2.29 -0.40 0.14
O -2.81 -1.02 1.34
O -1.71 -1.43 -0.92
O -1.13 0.65 0.53
P -0.07 1.53 -0.23
O 1.14 1.58 0.85
O -0.51 2.88 -0.55
O 0.56 0.65 -1.32
H -4.02 0.76 -0.03
H 1.58 2.43 0.75

---

C4H10N2O | ωB97M-V with the def2-TZVPD basis set

## Properties
2S+1: 1
LUMO energy: 0.9 eV
E_HOMO: -9.3 eV
total charge: 0
energy relative to the best compared isomer or geometry (same formula, charge and spin): 162.8 kJ/mol

CARTESIAN COORDINATES (ANGSTROEM)
H -1.90 -0.06 -0.73
N -1.30 -0.84 -1.03
C -0.50 -0.50 -1.97
N -0.22 0.76 -2.38
H 0.22 -1.25 -2.28
H 0.82 0.99 -2.17
H -0.76 1.50 -1.95
C -0.64 0.57 1.74
C 0.50 0.37 0.79
C 1.28 -0.90 0.98
O 0.88 1.23 0.00
H -1.14 1.52 1.56
H -0.30 0.50 2.77
H -1.35 -0.23 1.60
H 1.47 -1.08 2.03
H 2.23 -0.85 0.45
H 0.70 -1.73 0.58

---

C17H18IN2ORhS | ωB97M-V with the def2-TZVPD basis set

## Properties
2S+1: 1
LUMO energy (alpha / beta): -9.5 / -9.4 eV
E_HOMO (alpha / beta): -14.5 / -14.5 eV
total charge: +2
energy relative to the best compared isomer or geometry (same formula, charge and spin): 0.0 kJ/mol

CARTESIAN COORDINATES (ANGSTROEM)
Rh 0.07 -0.12 0.08
C 1.94 -2.23 1.80
C 1.45 -2.87 0.55
C 1.74 -4.21 0.26
C 1.30 -4.78 -0.91
C 0.55 -3.98 -1.80
C 0.06 -4.45 -3.04
C -0.65 -3.64 -3.91
C -0.90 -2.32 -3.56
C -0.43 -1.83 -2.34
S -0.71 -0.23 -1.85
C 0.30 -2.65 -1.44
N 0.74 -2.11 -0.26
H 2.78 -2.77 2.22
H 1.14 -2.20 2.55
H 2.25 -1.20 1.58
H 2.33 -4.78 0.96
H 1.52 -5.81 -1.15
H 0.26 -5.48 -3.31
H -1.01 -4.03 -4.85
H -1.45 -1.67 -4.23
C 2.34 0.86 3.04
C 0.92 0.60 3.45
O 0.09 0.22 2.30
H 2.87 1.27 3.90
H 2.40 1.60 2.24
H 2.87 -0.04 2.74
H 0.48 1.52 3.84
H 0.83 -0.18 4.20
H -0.83 0.29 2.59
I 1.17 5.66 -0.29
C -0.17 4.15 0.16
C -1.42 4.41 0.69
C -2.28 3.36 0.95
C -1.86 2.07 0.69
N -0.64 1.81 0.20
C 0.18 2.83 -0.08
H -1.73 5.43 0.88
H -3.27 3.53 1.34
H -2.51 1.22 0.86
H 1.15 2.57 -0.50

---

C31H75Li3N5O13 | ωB97M-V with the def2-TZVPD basis set

## Properties
2S+1: 2
LUMO energy (alpha / beta): 0.1 / 0.1 eV
⟨S²⟩: 0.75
E_HOMO (alpha / beta): -1.9 / -8.3 eV
total charge: 0

CARTESIAN COORDINATES (ANGSTROEM)
Li -1.32 1.50 1.64
Li -2.86 -1.91 0.40
Li 0.88 -1.82 2.37
C -0.88 -0.75 1.10
O -0.92 -1.92 1.44
O -1.73 -0.22 0.44
O 0.02 -0.03 1.60
C -0.14 -0.35 4.95
O 0.82 -1.15 4.26
C 1.61 -2.02 5.09
C 2.44 -2.97 4.16
N 1.65 -3.61 3.15
C 0.53 -4.44 3.63
C -0.20 -5.13 2.47
O -0.96 -6.31 2.79
C -2.04 -6.27 3.71
H -0.96 -0.94 5.37
H -0.57 0.42 4.30
H 0.27 0.29 5.72
H 0.91 -2.60 5.70
H 2.15 -1.34 5.75
H 3.08 -3.66 4.71
H 3.09 -2.39 3.51
H 2.24 -4.11 2.50
H -0.18 -3.79 4.14
H 0.80 -5.18 4.39
H 0.52 -5.50 1.74
H -0.75 -4.40 1.87
H -2.59 -5.34 3.57
H -1.62 -6.22 4.71
H -2.67 -7.14 3.53
C -3.87 -4.00 -4.60
O -3.12 -3.23 -3.68
C -1.97 -3.93 -3.07
C -1.61 -3.38 -1.62
N -2.72 -3.59 -0.69
C -2.81 -4.99 -0.28
C -3.94 -5.25 0.67
O -5.08 -4.75 -0.04
C -6.29 -5.34 0.53
H -4.80 -3.47 -4.80
H -4.18 -4.94 -4.16
H -3.34 -4.27 -5.52
H -1.13 -3.82 -3.75
H -2.03 -5.02 -3.05
H -1.45 -2.30 -1.62
H -0.64 -3.73 -1.27
H -3.57 -3.53 -1.23
H -1.85 -5.39 0.06
H -3.01 -5.58 -1.17
H -3.74 -4.79 1.63
H -4.02 -6.34 0.76
H -6.46 -4.99 1.54
H -6.19 -6.43 0.54
H -7.06 -5.14 -0.22
C 1.96 -2.54 -0.02
O 2.66 -1.76 0.99
C 3.31 -0.61 0.49
C 3.85 0.26 1.57
N 2.76 0.82 2.34
C 3.18 1.40 3.61
C 4.02 2.62 3.37
O 4.51 3.02 4.63
C 5.31 4.24 4.67
H 1.16 -3.14 0.41
H 2.63 -3.17 -0.60
H 1.49 -1.89 -0.75
H 2.62 -0.06 -0.14
H 4.14 -0.98 -0.12
H 4.42 1.04 1.08
H 4.53 -0.34 2.17
H 1.84 0.40 2.23
H 3.64 0.63 4.23
H 2.33 1.64 4.25
H 3.38 3.38 2.94
H 4.88 2.35 2.75
H 4.68 5.06 4.33
H 6.21 4.17 4.06
H 5.53 4.38 5.73
C -3.68 5.87 -1.56
O -2.86 4.99 -0.69
C -2.06 4.06 -1.48
C -1.82 2.84 -0.47
N -0.81 3.16 0.53
C 0.60 2.99 0.10
C 1.50 3.63 1.14
O 1.09 5.06 1.28
C 1.86 5.84 2.20
H -3.19 6.53 -2.28
H -4.27 6.59 -1.00
H -4.33 5.23 -2.15
H -1.14 4.58 -1.73
H -2.67 3.68 -2.30
H -1.48 1.90 -0.91
H -2.77 2.50 -0.05
H -0.94 4.16 0.60
H 0.77 3.52 -0.84
H 0.86 1.95 -0.05
H 2.50 3.45 0.76
H 1.33 3.14 2.10
H 2.92 5.88 1.96
H 1.66 5.45 3.20
H 1.44 6.85 2.20
C -0.30 0.02 -2.90
O -0.04 0.88 -3.93
C 1.09 0.53 -4.73
C 1.02 1.45 -6.01
N 1.13 2.84 -5.58
C 1.24 3.79 -6.62
C 1.29 5.24 -6.12
O -0.01 5.60 -5.64
C -0.17 6.95 -5.31
H -0.57 -0.95 -3.32
H -1.21 0.30 -2.37
H 0.46 -0.23 -2.16
H 1.05 -0.53 -4.99
H 2.01 0.66 -4.17
H 0.08 1.22 -6.51
H 1.75 1.17 -6.77
H 0.44 3.09 -4.89
H 0.40 3.69 -7.30
H 2.12 3.62 -7.25
H 1.59 5.95 -6.89
H 2.00 5.39 -5.31
H 0.41 7.24 -4.42
H -1.23 7.16 -5.17
H 0.18 7.61 -6.10

---

C17H19AsN2O3Sn | ωB97M-V with the def2-TZVPD basis set

## Properties
2S+1: 1
LUMO energy: -0.5 eV
E_HOMO: -7.5 eV
total charge: 0
energy relative to the best compared isomer or geometry (same formula, charge and spin): 0.0 kJ/mol

CARTESIAN COORDINATES (ANGSTROEM)
Sn -0.58 -0.88 -1.94
O 2.72 -1.68 2.55
C 3.61 -1.57 1.53
C 4.94 -1.56 1.96
C 5.98 -1.50 1.04
C 5.61 -1.61 -0.30
C 4.33 -1.73 -0.75
C 3.22 -1.62 0.17
C 1.81 -1.51 -0.22
O 1.55 -1.41 -1.49
N 0.90 -1.39 0.76
N -0.32 -1.29 0.25
C -1.27 -0.92 1.13
C -2.63 -0.76 0.83
C -3.45 -0.12 1.78
C -4.80 -0.08 1.52
C -5.37 -0.62 0.36
C -4.60 -1.27 -0.58
C -3.21 -1.28 -0.44
O -2.43 -1.80 -1.38
H 1.81 -1.66 2.10
H 5.04 -1.57 3.04
H 7.02 -1.41 1.23
H 6.41 -1.54 -1.08
H 4.14 -1.86 -1.84
H -0.99 -0.86 2.15
H -3.08 0.28 2.71
H -5.46 0.39 2.27
H -6.45 -0.57 0.24
H -5.08 -1.81 -1.42
C -0.06 2.42 0.27
As -0.73 1.93 -1.55
C 0.42 2.97 -2.71
C -2.51 2.69 -1.41
H 0.29 3.47 0.27
H 0.76 1.73 0.58
H -0.87 2.28 1.01
H 0.70 3.87 -2.11
H -0.10 3.21 -3.65
H 1.31 2.35 -2.85
H -2.59 3.31 -0.49
H -3.23 1.83 -1.21
H -2.77 3.15 -2.34

---

C6H14O | ωB97M-V with the def2-TZVPD basis set

## Properties
2S+1: 1
LUMO energy: 0.8 eV
E_HOMO: -8.6 eV
total charge: 0
energy relative to the best compared isomer or geometry (same formula, charge and spin): 122.9 kJ/mol

CARTESIAN COORDINATES (ANGSTROEM)
C -2.46 0.74 2.42
C -1.24 1.20 1.61
C -0.40 0.49 0.78
C -0.63 -0.97 0.60
C 0.71 1.07 0.00
C 2.11 0.51 0.44
H -2.96 1.63 2.84
H -2.06 0.13 3.25
H -3.21 0.14 1.88
H -1.09 2.29 1.67
H -1.44 -1.37 1.22
H 0.29 -1.55 0.80
H -0.90 -1.09 -0.47
H 0.81 2.13 0.29
H 0.60 1.03 -1.10
H 2.13 -0.48 -0.05
H 2.36 0.38 1.50
H 2.87 1.15 -0.04
O 1.49 -2.09 -5.97
H 2.20 -2.73 -6.20
H 0.83 -2.62 -5.46

---

C30H61NO17P | ωB97M-V with the def2-TZVPD basis set

## Properties
2S+1: 2
LUMO energy (alpha / beta): 0.7 / 0.7 eV
⟨S²⟩: 0.75
E_HOMO (alpha / beta): -7.8 / -8.6 eV
total charge: 0

CARTESIAN COORDINATES (ANGSTROEM)
C -3.07 -5.35 4.38
P -1.85 -6.09 3.22
O -1.07 -7.13 4.26
C -0.54 -4.78 3.15
C 0.19 -4.58 4.50
C 0.22 -3.15 5.04
C -1.06 -2.73 5.77
C 1.38 -3.07 6.03
N 0.52 -2.24 3.91
O 1.05 -1.12 4.21
C -0.40 -2.18 2.75
C 0.48 -1.88 1.53
C -1.41 -1.04 2.88
C -1.16 -3.52 2.53
H -3.14 -5.93 5.29
H -4.04 -5.35 3.88
H -2.85 -4.32 4.65
H -1.43 -8.00 4.07
H 0.18 -5.18 2.44
H 1.23 -4.87 4.34
H -0.19 -5.24 5.27
H -0.86 -1.92 6.46
H -1.40 -3.58 6.36
H -1.87 -2.46 5.11
H 2.33 -3.16 5.51
H 1.39 -2.12 6.56
H 1.29 -3.87 6.76
H 0.79 -0.84 1.58
H -0.08 -2.01 0.61
H 1.38 -2.49 1.54
H -0.97 -0.18 3.38
H -1.71 -0.72 1.88
H -2.32 -1.32 3.40
H -2.20 -3.39 2.82
H -1.17 -3.68 1.45
C -2.62 1.04 -3.47
C -1.21 1.39 -3.86
O -0.56 2.17 -2.83
C -0.12 1.50 -1.77
O -0.22 0.31 -1.57
O 0.44 2.36 -0.93
C 0.91 1.77 0.29
H -3.18 1.94 -3.20
H -3.13 0.55 -4.31
H -2.64 0.37 -2.62
H -1.18 2.03 -4.74
H -0.61 0.50 -4.07
H 1.58 0.94 0.08
H 0.08 1.42 0.89
H 1.45 2.55 0.81
C 2.27 2.58 -10.14
C 1.28 3.47 -9.43
O 0.94 2.94 -8.13
C 1.83 3.18 -7.17
O 2.86 3.80 -7.29
O 1.39 2.60 -6.05
C 2.29 2.72 -4.94
H 1.90 1.55 -10.19
H 2.44 2.94 -11.15
H 3.23 2.57 -9.62
H 0.33 3.50 -9.96
H 1.65 4.48 -9.32
H 2.57 3.76 -4.78
H 3.18 2.12 -5.11
H 1.77 2.35 -4.07
C -5.79 1.54 2.17
C -6.26 2.20 0.89
O -5.61 3.46 0.67
C -4.36 3.40 0.21
O -3.74 2.40 -0.01
O -3.92 4.65 0.05
C -2.55 4.74 -0.36
H -5.91 2.22 3.02
H -6.36 0.63 2.36
H -4.74 1.27 2.10
H -7.32 2.44 0.94
H -6.09 1.55 0.03
H -2.36 4.10 -1.22
H -1.89 4.47 0.46
H -2.39 5.78 -0.64
C -1.80 0.23 7.80
C -0.62 0.47 6.90
O -1.01 0.51 5.51
C -1.55 1.65 5.10
O -1.71 2.65 5.76
O -1.87 1.51 3.81
C -2.49 2.64 3.21
H -2.33 -0.68 7.50
H -1.47 0.11 8.83
H -2.50 1.06 7.77
H 0.10 -0.35 6.96
H -0.10 1.40 7.15
H -1.90 3.54 3.35
H -3.49 2.79 3.62
H -2.56 2.41 2.15
C 8.47 -0.98 -4.32
C 7.49 -2.02 -4.83
O 6.17 -1.48 -4.97
C 5.96 -0.76 -6.07
O 6.76 -0.55 -6.94
O 4.71 -0.30 -6.03
C 4.36 0.54 -7.14
H 8.11 -0.54 -3.39
H 9.44 -1.45 -4.13
H 8.61 -0.19 -5.05
H 7.38 -2.83 -4.11
H 7.81 -2.44 -5.78
H 4.57 0.05 -8.09
H 4.90 1.49 -7.08
H 3.29 0.72 -7.06